An isolated ion of composition C6H17N3S and charge +2 in a non-equilibrium geometry. Source: the Open Molecules 2025 dataset; level of theory: ωB97M-V with the def2-TZVPD basis set.

Each line ends with the natural charge from an NBO analysis.
Atoms and positions in Å:
1 S 2.068 1.530 0.929  0.18
2 N 0.141 -0.173 0.533  -0.47
3 N -2.565 1.429 0.184  -0.70
4 N 2.081 -1.008 -0.779  -0.73
5 C -1.169 -0.548 -0.022  -0.26
6 C 1.670 -1.953 0.286  -0.26
7 C 0.637 1.251 -1.520  -0.74
8 C 0.781 -1.123 1.280  -0.26
9 C 0.965 0.725 -0.126  0.26
10 C -2.362 0.002 0.790  -0.22
11 H 2.421 -2.442 0.954  0.27
12 H -3.162 -0.613 0.647  0.25
13 H 1.444 -0.864 2.187  0.27
14 H 2.132 2.755 0.341  0.18
15 H 0.473 2.316 -1.394  0.26
16 H -2.895 1.285 -0.742  0.44
17 H -1.541 1.881 0.185  0.46
18 H -3.316 1.990 0.663  0.48
19 H -1.333 -1.705 0.057  0.27
20 H -0.013 -1.795 1.703  0.24
21 H -2.234 0.052 1.913  0.26
22 H -0.120 0.738 -2.149  0.25
23 H 3.069 -0.935 -0.884  0.42
24 H 1.591 1.255 -2.062  0.29
25 H 1.632 -1.058 -1.722  0.41
26 H 0.956 -2.730 -0.158  0.22
27 H -1.352 -0.262 -1.093  0.23

Forces on the atoms, in the same order (eV/Å):
S 0.63 0.76 0.36
N -1.46 3.39 -2.40
N 1.52 0.10 2.42
N -0.73 -0.31 0.24
C -1.03 -2.40 0.35
C -1.66 -0.87 -0.71
C 0.71 0.49 0.52
C 1.03 -3.19 3.30
C -0.94 -1.84 -0.69
C 2.89 2.20 0.92
H -0.02 0.41 -1.45
H -2.60 -1.13 -0.84
H -1.21 0.56 -1.48
H -0.06 -0.56 -0.22
H -0.64 0.34 -0.35
H -0.16 0.13 -1.38
H -3.16 -0.63 0.05
H 1.22 -0.26 -0.21
H 0.73 1.99 -0.44
H 0.96 0.48 -0.11
H 0.27 0.31 -1.36
H 0.53 0.38 0.72
H 0.82 0.15 -0.13
H -0.20 -0.15 0.00
H 0.62 -0.72 1.32
H 1.37 0.80 0.53
H 0.56 -0.44 1.04

ΔE to the lowest compared entry with this formula, charge and spin	69.19	kJ/mol
calculated total energy	-800.580964	hartree
frontier orbital gap	9.68	eV
strongest force on any atom	4.71	eV/A
molar mass	163.29	g/mol
lowest unoccupied orbital energy	-0.2636	Ha
charge	+2

C19H14AuN2O8S2 as an isolated structure. Source: the Open Molecules 2025 dataset; level of theory: ωB97M-V with the def2-TZVPD basis set.

Each line ends with the natural charge from an NBO analysis.
Atoms and positions in Å:
1 Au -0.796 -0.970 0.975  1.22
2 S -0.381 2.228 -0.339  2.05
3 S -2.780 -1.053 -0.945  2.39
4 O -1.920 1.744 -0.108  -0.69
5 O -3.547 -2.084 -1.547  -0.88
6 O -2.942 -0.904 0.538  -0.97
7 O 0.240 1.951 0.933  -0.87
8 O 6.012 -0.394 -3.072  -0.53
9 O 4.508 -1.320 -4.400  -0.65
10 O -1.287 -1.185 -1.114  -0.98
11 O 0.127 1.656 -1.556  -0.81
12 N 1.344 -0.888 1.220  -0.44
13 N -0.570 -0.741 3.084  -0.48
14 C 1.946 -1.694 -0.968  -0.20
15 C -1.308 -0.440 5.312  -0.21
16 C 2.243 -0.885 0.119  0.08
17 C -2.763 1.706 -1.229  0.36
18 C 0.709 -0.636 3.487  0.13
19 C 3.930 -0.889 -2.069  -0.15
20 C -1.560 -0.645 3.961  0.09
21 C 1.033 -0.435 4.812  -0.18
22 C 4.911 -0.839 -3.211  0.77
23 C -3.150 2.885 -1.829  -0.27
24 C 4.206 -0.073 -0.976  -0.16
25 C -3.985 2.839 -2.937  -0.15
26 C 1.721 -0.728 2.424  0.16
27 C 3.362 -0.058 0.116  -0.17
28 C -4.059 0.443 -2.802  -0.14
29 C -3.222 0.479 -1.696  -0.43
30 C -4.434 1.623 -3.426  -0.20
31 C 2.801 -1.701 -2.057  -0.16
32 C 0.001 -0.335 5.741  -0.12
33 H 3.569 -1.534 -4.402  0.48
34 H 3.546 0.619 0.941  0.22
35 H -2.565 -0.735 3.569  0.24
36 H 1.060 -2.314 -0.961  0.24
37 H -5.085 1.590 -4.288  0.24
38 H -4.286 3.761 -3.414  0.24
39 H 0.224 -0.175 6.787  0.25
40 H -4.418 -0.515 -3.152  0.26
41 H 2.069 -0.352 5.111  0.25
42 H -2.135 -0.366 6.003  0.25
43 H 2.774 -0.650 2.682  0.22
44 H -2.799 3.828 -1.430  0.24
45 H 2.573 -2.367 -2.879  0.22
46 H 5.086 0.554 -1.011  0.26

Forces on the atoms, in the same order (eV/Å):
Au 0.00 0.01 0.14
S 0.06 -0.05 0.00
S 0.02 -0.10 -0.11
O -0.03 -0.03 0.00
O 0.00 0.05 -0.03
O -0.07 0.03 0.00
O -0.01 0.01 0.02
O 0.01 0.00 0.00
O 0.00 0.01 -0.02
O 0.01 0.03 -0.02
O -0.02 0.03 -0.02
N 0.04 -0.07 0.02
N 0.02 0.03 0.00
C -0.01 0.01 0.03
C -0.02 -0.01 -0.01
C 0.00 0.01 0.01
C 0.02 0.02 -0.08
C 0.02 0.00 -0.01
C -0.01 0.00 -0.01
C 0.00 -0.02 0.04
C 0.00 0.00 0.01
C 0.01 -0.02 0.02
C 0.03 -0.01 0.02
C -0.01 0.02 0.01
C -0.01 0.00 -0.01
C 0.00 0.02 -0.05
C -0.01 0.01 0.00
C -0.07 0.01 0.07
C -0.01 -0.01 0.01
C 0.00 0.01 0.00
C 0.01 -0.01 0.00
C 0.02 0.00 0.00
H -0.01 0.01 0.01
H 0.02 0.01 -0.02
H 0.00 0.01 0.00
H 0.01 -0.01 -0.01
H 0.00 0.00 0.00
H 0.00 0.00 0.00
H 0.00 0.00 0.00
H 0.00 0.00 -0.01
H 0.00 -0.01 0.00
H 0.00 0.00 0.00
H -0.01 0.00 0.03
H 0.00 0.00 -0.01
H 0.00 0.00 0.00
H 0.00 0.00 0.00

ΔE to the lowest compared entry with this formula, charge and spin	2.88	kJ/mol
multiplicity	3
expectation value of S²	2.01
calculated total energy	-2375.642848	hartree
frontier orbital gap (alpha / beta)	7.27 / 6.76	eV
strongest force on any atom	0.15	eV/A
molar mass	659.43	g/mol
lowest unoccupied orbital energy (alpha / beta)	-0.1730 / -0.2091	Ha
charge	+1

C26H25F6N6PtSb as an isolated structure. Source: the Open Molecules 2025 dataset; level of theory: ωB97M-V with the def2-TZVPD basis set.

Each line ends with the natural charge from an NBO analysis.
Atoms and positions in Å:
1 Pt -0.291 -0.389 -1.097  1.09
2 Sb -0.363 0.230 -4.868  3.18
3 F -0.923 0.925 -6.496  -0.65
4 F 0.208 -0.513 -3.068  -0.67
5 F -2.106 0.108 -4.168  -0.67
6 F -0.445 -1.576 -5.358  -0.66
7 F -0.177 1.902 -3.993  -0.69
8 F 1.462 0.284 -5.276  -0.66
9 N -0.676 -0.287 0.779  -0.34
10 N -1.617 1.644 -0.965  -0.34
11 N -1.345 2.501 0.048  -0.20
12 N 1.281 1.356 -1.385  -0.88
13 N -0.535 -2.376 -1.141  -0.28
14 N -0.894 -3.109 -0.063  -0.18
15 C -0.429 2.171 1.070  0.13
16 C -1.378 -1.213 1.484  0.08
17 C -0.092 -3.212 -2.067  0.03
18 C -1.562 -2.558 1.057  0.24
19 C 0.220 3.210 1.731  -0.23
20 C -2.040 3.661 -0.104  -0.02
21 C -0.168 -4.526 -1.590  -0.30
22 C -0.166 0.850 1.461  0.14
23 C -3.892 -3.932 3.720  -0.64
24 C -0.670 -4.425 -0.324  0.00
25 C -2.455 2.278 -1.764  0.02
26 C 2.607 0.796 -1.481  0.21
27 C 3.321 0.887 -2.665  -0.26
28 C 4.412 -0.415 -0.467  -0.18
29 C 4.580 0.307 -2.750  -0.18
30 C -2.760 3.555 -1.261  -0.30
31 C 5.130 -0.340 -1.654  -0.22
32 C -2.018 -0.819 2.684  -0.17
33 C -2.791 -1.685 3.409  -0.20
34 C 1.092 2.982 2.788  0.05
35 C 1.314 1.666 3.189  -0.20
36 C 0.697 0.623 2.533  -0.21
37 C -2.370 -3.405 1.797  -0.24
38 C -2.991 -2.999 2.973  0.07
39 C 3.147 0.144 -0.381  -0.28
40 C 1.802 4.125 3.452  -0.64
41 H 5.130 0.368 -3.679  0.23
42 H -1.983 4.451 0.623  0.24
43 H -1.915 0.208 3.004  0.24
44 H -3.423 4.287 -1.685  0.25
45 H -3.938 -3.673 4.776  0.24
46 H 1.221 5.043 3.394  0.23
47 H 2.891 1.386 -3.525  0.24
48 H 0.998 1.774 -2.269  0.42
49 H -3.565 -4.966 3.627  0.23
50 H -3.277 -1.340 4.312  0.24
51 H -2.806 1.793 -2.659  0.25
52 H 2.762 4.308 2.964  0.24
53 H 6.112 -0.786 -1.723  0.23
54 H 0.896 -0.401 2.826  0.24
55 H 0.258 -2.838 -3.015  0.27
56 H 4.836 -0.916 0.393  0.22
57 H 1.271 2.090 -0.682  0.39
58 H -0.868 -5.179 0.416  0.24
59 H -4.908 -3.869 3.321  0.25
60 H 2.578 0.079 0.540  0.21
61 H 1.987 1.457 4.010  0.23
62 H 0.121 -5.423 -2.108  0.26
63 H 2.003 3.907 4.500  0.23
64 H -2.541 -4.412 1.443  0.23
65 H 0.044 4.226 1.403  0.23

Forces on the atoms, in the same order (eV/Å):
Pt 0.27 0.06 -0.27
Sb -0.14 -0.10 -0.21
F 0.02 0.03 0.05
F 0.14 -0.11 -0.28
F 0.02 0.07 0.09
F 0.02 0.02 0.03
F 0.01 -0.01 0.03
F -0.03 0.00 0.06
N 0.10 -0.02 0.10
N 0.13 0.27 -0.09
N -0.04 -0.18 0.02
N -0.14 -0.04 0.19
N 0.01 0.08 0.17
N -0.08 0.10 -0.02
C -0.04 -0.02 0.09
C -0.14 -0.09 0.08
C -0.03 0.01 -0.04
C 0.07 0.01 -0.02
C -0.01 -0.02 0.02
C 0.00 0.05 -0.03
C -0.02 -0.04 0.04
C -0.04 0.11 0.02
C -0.01 -0.02 0.00
C -0.01 -0.03 0.00
C -0.03 -0.11 0.07
C 0.10 -0.01 -0.09
C -0.04 -0.07 -0.01
C 0.01 0.00 -0.01
C 0.01 0.00 0.01
C -0.02 0.03 0.04
C -0.02 0.00 0.00
C -0.04 -0.01 0.02
C -0.01 -0.02 0.00
C 0.00 -0.01 -0.01
C 0.01 0.02 0.02
C 0.07 0.01 -0.01
C 0.01 0.02 -0.02
C 0.00 0.03 0.02
C 0.02 0.06 0.03
C 0.00 0.02 0.00
H 0.00 0.00 0.00
H -0.02 0.00 0.00
H -0.02 -0.04 0.00
H -0.01 0.00 0.00
H 0.00 0.00 0.00
H 0.00 0.00 0.00
H 0.00 -0.01 0.01
H -0.02 0.04 -0.04
H 0.00 0.00 0.00
H 0.00 0.00 0.00
H 0.01 -0.03 -0.06
H 0.00 0.00 0.00
H 0.00 0.00 0.00
H -0.01 0.01 -0.01
H 0.00 0.01 0.03
H 0.00 0.00 0.00
H -0.07 -0.04 0.00
H 0.00 -0.02 -0.01
H 0.00 0.00 0.00
H 0.00 -0.01 -0.02
H 0.00 0.00 0.00
H 0.01 0.00 0.01
H 0.00 -0.01 0.00
H -0.01 0.00 0.00
H 0.02 0.00 0.01

ΔE to the lowest compared entry with this formula, charge and spin	194.69	kJ/mol
multiplicity	2
expectation value of S²	0.78
calculated total energy	-2292.971821	hartree
frontier orbital gap (alpha / beta)	7.94 / 5.43	eV
strongest force on any atom	0.39	eV/A
molar mass	852.35	g/mol
lowest unoccupied orbital energy (alpha / beta)	-0.1148 / -0.2056	Ha
charge	+1

An isolated molecule of C5H8O3 in a non-equilibrium geometry. Source: the Open Molecules 2025 dataset; level of theory: ωB97M-V with the def2-TZVPD basis set.

Each line ends with the natural charge from an NBO analysis.
Atoms and positions in Å:
1 O 0.711 -1.840 0.960  -0.72
2 O 1.461 0.083 -0.852  -0.71
3 O -1.643 1.861 -0.284  -0.55
4 C 0.543 -0.761 1.783  0.12
5 C 0.485 0.492 1.321  -0.29
6 C 0.596 0.932 -0.115  -0.04
7 C -0.826 1.032 -0.696  0.58
8 C -1.207 0.040 -1.766  -0.72
9 H 1.341 -0.817 -0.487  0.49
10 H 0.314 1.297 2.035  0.23
11 H -2.246 0.205 -2.066  0.23
12 H 1.036 1.935 -0.160  0.21
13 H -0.566 0.175 -2.640  0.24
14 H 0.445 -1.013 2.832  0.18
15 H 0.669 -2.645 1.511  0.50
16 H -1.113 -0.977 -1.377  0.23

Forces on the atoms, in the same order (eV/Å):
O -0.07 -0.98 0.42
O -0.39 -0.41 0.11
O 1.74 -1.20 -0.47
C -0.22 1.02 -0.11
C -0.11 -0.05 0.69
C 0.21 -0.25 0.04
C -1.63 1.00 0.29
C -0.28 0.18 -0.09
H 0.25 0.52 -0.47
H 0.01 -0.35 -0.01
H 0.18 0.06 0.18
H -0.14 -0.07 0.07
H 0.10 -0.25 0.15
H 0.02 0.24 0.02
H 0.13 0.53 -0.66
H 0.21 0.00 -0.16

ΔE to the lowest compared entry with this formula, charge and spin	140.73	kJ/mol
structure (SMILES)	CC(=O)[C@H](O)/C=C\O
calculated total energy	-421.002464	hartree
frontier orbital gap	9.34	eV
strongest force on any atom	2.17	eV/A
molar mass	116.12	g/mol
lowest unoccupied orbital energy	0.0102	Ha